Molecular formula: C54H144AsF30N9O18P4
Method: DFT, the ωB97M-V functional and the def2-TZVPD basis

Values from the calculation:
LUMO energy = -6.444 eV
net charge = +4
calculated total energy = -288105.710 eV

CARTESIAN COORDINATES (ANGSTROEM)
H  13.675  17.107  12.238
H  15.831  14.773  17.385
F  20.082  14.912  21.018
F  15.142  19.579  15.704
C  13.854  10.672  19.599
H  14.313  10.292  17.507
H  16.394  13.019  18.989
As  18.976  16.243  20.803
C  21.433  14.501  10.442
N  17.514  21.945  22.967
C  18.838  22.014  13.676
O  11.725  16.230  10.013
H  15.423  14.682  12.093
O  15.305  23.633  12.207
N  21.763  13.986  18.624
C  17.705  18.493  17.431
C  24.502  20.439  12.811
H  11.135  12.283  20.396
F  17.936  17.589  20.508
C  20.898  14.235  16.357
H  20.611  25.025  11.663
F  21.386  19.895  13.101
H  21.428  21.799  24.060
H  23.875  22.530  16.267
H  19.763  18.870  19.132
H  23.309  15.244  11.178
H  18.835  21.066  14.234
H  20.797  23.353  11.636
C  18.964  12.767  11.366
C  16.949  24.254  23.104
F  17.003  13.500  13.889
P  15.797  12.656  14.515
H  10.825  16.314  11.801
N  20.875  13.209  9.913
H  23.695  22.150  11.825
F  21.673  18.242  11.467
H  18.896  13.708  11.928
F  15.214  19.359  13.372
O  29.788  23.123  21.788
H  20.074  14.080  15.651
H  14.627  21.908  11.090
H  22.288  14.489  22.752
C  22.073  15.378  19.085
H  23.931  15.714  20.177
C  15.237  23.056  13.480
H  17.316  23.184  21.238
F  19.085  16.068  19.068
H  21.196  13.440  14.100
C  23.168  18.651  16.891
H  28.219  21.155  23.840
H  19.004  19.825  16.449
F  16.255  21.991  17.011
C  23.019  14.449  10.438
O  21.447  21.118  10.198
H  12.511  15.224  13.003
C  19.372  13.115  9.911
H  22.619  21.396  8.510
F  18.579  23.105  18.874
H  13.034  14.233  11.568
C  17.270  17.655  16.245
C  20.841  24.204  12.308
O  19.871  11.811  11.890
H  31.185  22.882  20.430
H  20.559  21.540  8.422
H  23.948  19.552  13.064
H  14.048  16.390  10.717
C  26.309  21.335  22.849
O  23.631  22.052  14.253
F  20.224  18.353  14.392
C  18.281  16.279  14.651
H  25.979  21.841  21.954
C  19.875  19.524  18.254
H  12.292  11.296  21.334
N  19.088  19.043  17.096
H  22.778  22.700  9.789
N  13.931  16.230  11.739
H  17.237  18.085  9.352
H  17.095  21.948  23.860
C  16.363  16.686  11.654
H  22.401  15.985  21.007
H  14.981  23.381  10.232
H  27.389  23.733  22.761
C  20.597  13.681  17.773
H  31.380  24.247  21.497
C  17.095  16.985  9.299
H  23.444  19.681  10.237
H  24.107  14.175  22.622
O  16.104  16.578  10.214
O  13.834  14.830  18.046
F  18.781  16.416  22.487
C  20.306  21.198  9.403
H  22.638  13.635  18.205
H  19.596  18.323  16.576
C  11.734  11.357  20.392
F  13.103  18.543  15.621
C  28.034  23.191  23.421
F  17.367  21.197  18.908
C  22.664  21.592  9.619
H  20.009  11.414  13.945
C  29.500  23.544  23.180
H  15.504  23.886  14.210
O  20.026  24.082  13.437
H  26.742  19.273  23.419
C  23.745  23.045  15.312
H  19.280  15.930  14.321
H  23.305  19.602  16.344
H  21.133  20.066  24.524
F  22.284  17.824  13.624
H  18.982  14.067  9.510
H  19.586  25.332  24.731
H  17.058  19.350  17.526
C  21.187  20.809  23.674
H  27.452  18.085  20.021
F  14.775  17.465  14.470
H  23.750  18.642  17.856
O  18.282  16.770  15.933
H  14.361  10.993  20.509
C  24.584  12.870  11.156
H  21.973  19.771  18.759
F  18.564  21.756  16.975
H  21.893  24.341  12.679
H  14.896  13.227  19.930
H  21.124  15.313  16.353
H  17.064  18.291  15.379
H  25.769  21.597  23.749
N  14.719  12.376  17.965
O  19.882  21.067  23.162
C  12.801  15.212  11.954
H  24.526  23.751  15.134
H  13.692  9.633  19.725
F  15.064  14.040  14.923
H  21.976  20.469  22.998
H  22.892  12.695  14.254
H  13.754  12.678  17.867
H  15.745  15.301  19.118
O  26.963  19.571  21.379
H  21.185  15.950  19.325
O  23.255  13.134  10.816
H  19.738  14.158  18.203
C  14.677  10.834  18.393
H  25.597  21.915  13.786
O  21.801  18.410  17.225
H  15.019  12.601  17.015
F  20.382  17.253  20.934
O  18.269  24.369  23.432
H  27.671  23.416  24.452
P  20.930  18.343  12.932
H  23.483  17.870  16.223
H  16.615  25.131  22.518
H  17.640  23.093  14.994
C  15.334  13.271  18.916
H  16.452  21.403  12.822
H  14.265  22.666  13.709
H  21.087  15.218  9.686
C  15.264  15.749  12.321
H  21.688  13.483  19.534
O  12.634  11.379  19.286
H  22.555  15.856  18.255
H  18.806  21.764  12.582
N  27.837  21.725  23.069
F  16.478  11.250  14.099
C  31.129  23.196  21.434
H  19.342  19.106  22.400
H  24.782  20.932  10.095
C  16.372  22.013  13.725
F  15.061  12.697  13.059
H  9.938  15.885  8.870
H  30.193  23.092  23.882
H  10.858  17.351  8.449
H  16.364  24.004  23.965
H  17.933  25.954  24.879
H  9.952  17.396  9.900
H  19.175  12.279  9.187
H  17.531  15.471  14.629
F  16.430  23.251  18.960
H  16.733  16.686  8.260
H  19.532  20.506  18.536
N  23.596  21.097  11.776
C  15.263  14.673  18.299
F  13.516  20.484  14.377
C  19.543  11.037  13.037
H  17.846  17.903  18.322
P  14.078  19.026  14.536
F  19.471  18.783  12.305
H  31.827  22.665  22.109
H  20.098  22.801  15.159
H  15.805  22.625  22.101
F  20.489  16.795  12.766
C  17.817  20.599  22.244
H  21.216  13.047  8.961
H  22.714  14.470  14.158
H  17.332  16.220  11.942
C  23.743  20.688  10.342
F  17.735  23.841  17.035
C  24.779  21.270  13.998
H  26.876  17.507  21.556
C  26.275  19.878  22.584
C  26.732  18.264  20.794
H  13.994  16.907  18.330
H  15.332  15.890  13.398
H  19.878  20.234  9.426
C  23.066  13.915  22.256
C  16.809  23.013  22.169
C  22.229  13.547  14.547
H  18.514  10.948  13.254
C  14.547  22.984  11.156
H  10.835  14.660  11.085
O  22.116  13.574  15.990
H  18.293  24.234  25.480
O  22.862  14.017  20.866
H  17.610  23.624  13.427
H  16.226  21.383  14.602
H  18.125  20.791  21.240
H  29.612  24.661  23.273
H  17.996  17.047  13.928
H  20.985  14.680  11.401
H  24.944  13.283  12.138
H  16.258  17.735  11.978
H  21.415  20.494  17.228
C  10.564  16.704  9.288
N  17.639  22.765  13.999
C  20.070  22.815  14.065
C  19.002  19.981  22.962
H  18.771  19.624  23.985
F  17.672  15.165  20.931
H  25.215  13.265  10.341
F  16.540  12.594  15.921
H  21.149  12.374  10.464
H  13.528  23.358  11.361
H  25.427  20.092  12.435
C  18.520  25.012  24.730
H  16.291  17.233  16.474
H  20.953  22.278  13.659
H  20.579  12.587  17.680
H  11.032  10.474  20.409
P  17.431  22.526  17.963
H  19.981  10.072  12.853
H  25.668  18.271  20.472
H  18.101  16.550  9.494
H  25.217  19.591  22.551
C  22.889  15.313  20.336
C  21.338  19.634  17.867
H  23.491  14.600  9.453
H  24.713  11.778  11.188
F  14.563  11.901  15.222
H  16.896  20.020  22.376
H  15.699  10.542  18.590
H  13.634  16.414  16.690
H  12.466  16.307  18.009
H  28.472  21.596  22.199
H  17.933  12.357  11.402
H  22.802  23.513  15.369
F  13.108  18.537  13.290
C  11.398  15.594  11.268
H  19.580  21.865  9.891
H  22.927  12.899  22.581
H  18.449  22.357  23.093
C  13.501  16.167  17.719
H  25.012  20.508  14.793
H  22.659  20.900  12.107